Version one
The ion C5H6NO with charge +1. Source: OMol25; level of theory: the ωB97M-V functional and the def2-TZVPD basis.

Last column: Mulliken charge in e.
Element x y z (Å)
C1 -0.10787 -1.39536 0.03031  -0.481
C2 1.28712 -1.25536 0.06875  0.114
C3 -0.86940 1.55613 -0.71058  -0.501
C4 -0.90484 -0.50474 0.68458  -0.113
C5 -0.70782 0.94007 0.51496  -0.492
N1 1.76697 -0.13707 0.02104  0.537
O1 2.03288 0.94081 -0.31302  -0.225
H1 -0.61461 -2.25134 -0.30317  0.416
H2 1.73347 -2.19462 0.34330  0.400
H3 -0.24728 2.42851 -0.76639  0.270
H4 -1.39506 1.38878 -1.61462  0.325
H5 -1.89723 -0.99398 0.77671  0.335
H6 -0.07633 1.47816 1.26814  0.416

Results
total charge = +1
LUMO level = -7.53 eV
HOMO-LUMO gap = 6.64 eV

Version two
The ion C5H6NO with charge +1. Source: OMol25; level of theory: the ωB97M-V functional and the def2-TZVPD basis.

Last column: Mulliken charge in e.
Element x y z (Å)
C1 -0.16985 1.34190 -1.45639  -0.378
C2 1.06351 0.78616 -0.90204  -0.505
C3 -1.38888 0.84440 -1.00928  0.192
C4 1.02110 -0.23021 -0.12014  0.855
C5 0.29599 -1.49347 1.78399  -0.573
N1 -1.57175 -0.02890 -0.13195  -0.483
O1 0.92516 -1.24203 0.53523  -0.200
H1 0.09213 2.13374 -2.24370  0.319
H2 1.89256 1.39227 -1.02889  0.437
H3 -2.24944 1.26567 -1.56176  0.346
H4 0.58171 -0.94839 2.62042  0.352
H5 0.29517 -2.65978 1.89035  0.257
H6 -0.78742 -1.16135 1.62414  0.381

Results
total charge = +1
LUMO level (spin up / spin down) = -6.41 / -6.23 eV
HOMO-LUMO gap (spin up / spin down) = 8.40 / 7.37 eV

Which one sits at the bottom of the stability order? version one does.

Version one
The ion C2H3N2OS with charge +1. Source: OMol25; level of theory: the ωB97M-V functional and the def2-TZVPD basis.

Last column: Mulliken charge in e.
Element x y z (Å)
C1 -0.46783 -0.59872 -0.31051  -0.020
C2 -1.38531 0.11626 0.37529  -0.144
N1 1.24733 0.81743 0.21914  -0.721
N2 0.90880 -0.25137 -0.35734  1.004
O1 1.68674 -0.97799 -0.94002  -0.510
S1 -1.08869 1.51757 1.26628  0.326
H1 -0.70193 -1.49535 -0.87033  0.424
H2 -2.41719 -0.22685 0.35515  0.353
H3 2.21808 1.09902 0.26234  0.288

Results
total charge = +1
LUMO level (spin up / spin down) = -8.36 / -9.20 eV
HOMO-LUMO gap (spin up / spin down) = 7.48 / 6.42 eV

Version two
A structure of composition C2H3N2OS. Source: OMol25; level of theory: the ωB97M-V functional and the def2-TZVPD basis.

Last column: Mulliken charge in e.
Element x y z (Å)
C1 0.04386 1.55908 0.29860  0.397
C2 -0.84603 -0.62337 -0.08019  0.245
N1 -0.83170 0.59881 0.40944  -0.443
N2 0.25132 -1.42389 -0.04375  -0.221
O1 1.14827 1.31346 -0.25300  -0.427
S1 1.73645 -0.64355 0.41081  0.356
H1 -0.19468 2.70386 0.55504  0.362
H2 -1.61075 -1.16377 -0.64424  0.367
H3 0.30325 -2.32062 -0.65272  0.366

Results
total charge = +1
LUMO level = -7.80 eV
HOMO-LUMO gap = 7.60 eV

Version three
The ion C2H3N2OS with charge +1. Source: OMol25; level of theory: the ωB97M-V functional and the def2-TZVPD basis.

Last column: Mulliken charge in e.
Element x y z (Å)
C1 0.96972 -0.00708 0.05109  -0.056
C2 0.53459 -1.26496 -0.07779  -0.445
N1 -0.02487 0.94385 -0.02151  -0.012
N2 -1.19330 0.34471 -0.03948  0.530
O1 -2.35907 1.13942 0.02427  -0.469
S1 -1.16773 -1.28486 -0.00971  0.293
H1 1.93908 0.35787 0.05111  0.429
H2 1.03813 -2.10646 0.05588  0.495
H3 0.26344 1.87751 -0.03388  0.234

Results
total charge = +1
LUMO level (spin up / spin down) = -6.54 / -6.54 eV
HOMO-LUMO gap (spin up / spin down) = 8.29 / 8.29 eV
SMILES = O=[n+]1[nH]ccs1

Which one sits at the bottom of the stability order? version one does.

Version one
A cluster of 11 separate species, C5H31NO12 in total. Source: OMol25; level of theory: the ωB97M-V functional and the def2-TZVPD basis.

Last column: Mulliken charge in e.
Element x y z (Å)
C1 -0.15688 -2.34450 -0.96584  -0.852
C2 -0.12400 -1.18459 -1.99361  0.876
C3 -1.20562 -1.32641 -3.05462  -1.583
O1 -0.30661 0.12696 -1.47587  -0.293
C4 1.16576 -2.41568 -0.23572  0.090
N1 1.28596 -1.88982 1.02231  0.080
C5 0.48406 -0.81847 1.53614  0.242
O2 2.07623 -3.05817 -0.73306  -0.682
H1 -0.96027 -2.11933 -0.25116  0.331
H2 -0.52027 -3.26121 -1.38823  0.638
H3 0.85497 -1.23316 -2.46507  0.222
H4 -0.82756 -1.03876 -4.03586  0.342
H5 -1.62456 -2.31669 -3.19764  0.399
H6 -2.10779 -0.75992 -2.81926  0.297
H7 0.47416 0.66272 -1.29604  -0.141
H8 2.04200 -2.22631 1.59857  0.338
H9 -0.56364 -0.83652 1.21779  0.449
H10 0.69840 0.20205 1.20321  -0.071
H11 0.31780 -0.68949 2.60223  -0.598
H12 -0.31780 -2.80949 3.74351  0.318
H13 -0.48776 -3.16624 2.27321  0.322
O3 -0.98435 -2.95296 3.06433  -0.657
H14 2.00512 3.60406 -2.55933  0.316
H15 1.59488 3.06888 -1.18254  0.424
O4 1.80742 3.88076 -1.66824  -0.654
H16 -1.10101 3.29020 3.05571  0.324
H17 -1.16320 2.32758 1.95791  0.309
O5 -0.50154 2.73962 2.53421  -0.642
H18 -0.14390 0.47116 4.42014  0.305
H19 -0.70403 -0.98115 4.49992  0.331
O6 -0.44552 -0.21507 5.02179  -0.643
H20 -1.87746 1.77452 -2.55235  0.340
H21 -1.34886 3.05008 -1.84213  0.316
O7 -2.14462 2.55979 -2.06683  -0.658
H22 2.63320 0.34318 -1.59245  0.320
H23 2.83596 0.27720 -3.08288  0.301
O8 2.25749 0.67419 -2.42502  -0.569
H24 4.65978 -0.52383 -0.10002  0.283
H25 3.20637 -0.58492 0.39988  0.252
O9 3.79652 -0.12761 -0.20129  -0.653
H26 0.46330 2.58702 0.68062  0.162
H27 1.80772 1.87656 0.32995  0.295
O10 0.86977 1.92072 0.10443  -0.526
H28 -1.47053 0.70866 -0.33915  0.242
H29 -1.93589 2.03543 0.21637  0.284
O11 -1.93431 1.10037 0.43652  -0.501
H30 -4.54454 -0.18859 -0.10303  0.297
H31 -3.46244 0.07055 0.86694  0.361
O12 -4.37190 -0.28336 0.84153  -0.681

Results
LUMO level = -0.11 eV
HOMO-LUMO gap = 10.16 eV
SMILES = CNC(=O)C[C@@H](C)O.O.O.O.O.O.O.O.O.O.O

Version two
A cluster of 11 separate species, C5H31NO12 in total. Source: OMol25; level of theory: the ωB97M-V functional and the def2-TZVPD basis.

Last column: Mulliken charge in e.
Element x y z (Å)
O1 1.05471 -0.10258 -2.98030  -0.551
C1 -0.13172 -0.35124 -2.90439  -0.228
N1 -0.78235 -0.20674 -1.71513  0.129
C2 -1.93862 -1.14456 -1.58011  0.145
C3 -2.18969 -1.46685 -0.09325  0.325
C4 -2.03510 -2.92612 0.24058  -1.634
O2 -1.51833 -0.54306 0.78058  -0.439
C5 -3.09769 -0.40772 -2.20559  -1.657
H1 -0.73273 -0.85597 -3.66179  0.427
H2 -0.22815 -0.14281 -0.88137  0.242
H3 -1.79889 -2.01647 -2.16328  0.390
H4 -3.21214 -1.12465 0.08176  0.258
H5 -2.94798 -3.55793 0.29378  0.316
H6 -1.54457 -3.05227 1.19219  0.384
H7 -1.24298 -3.49021 -0.22306  0.488
H8 -0.72890 -0.89833 1.05531  0.217
H9 -3.97066 -1.05225 -2.18250  0.460
H10 -3.45099 0.49614 -1.71483  0.347
H11 -2.94956 0.02147 -3.19723  0.388
H12 -1.41526 2.30289 2.28569  0.383
H13 -1.77502 3.73739 2.18238  0.282
O3 -1.86027 2.89632 1.68963  -0.615
H14 2.95792 -0.46727 -3.53786  0.348
H15 3.35000 0.20563 -2.21799  0.280
O4 3.64743 -0.13477 -3.06282  -0.605
H16 2.75953 2.83511 1.14531  0.292
H17 2.10395 3.95066 0.76528  0.319
O5 2.46262 3.61122 1.53757  -0.665
H18 1.60181 -1.43839 3.49439  0.256
H19 1.27245 -0.02465 3.96475  0.389
O6 0.89961 -0.82597 3.63693  -0.602
H20 1.93427 1.76092 -1.81755  0.193
H21 1.04998 2.85181 -1.14271  0.453
O7 1.85899 2.35531 -1.03256  -0.583
H22 1.10111 2.11635 4.10881  0.270
H23 1.91379 2.10916 2.76885  0.409
O8 1.79847 1.65703 3.70026  -0.705
H24 -1.28501 3.10141 -0.56807  0.328
H25 -0.86812 2.08419 -1.76719  0.297
O9 -0.65961 2.94988 -1.32826  -0.774
H26 -0.80145 0.46852 3.34790  0.384
H27 -1.78886 1.16924 4.27228  0.253
O10 -0.98149 1.36516 3.80695  -0.637
H28 1.42064 -4.09497 0.78953  0.278
H29 1.64350 -3.42682 -0.47607  0.289
O11 0.94434 -3.39511 0.27735  -0.556
H30 2.72141 -1.99144 -1.82644  0.392
H31 4.12174 -2.19450 -1.56670  0.315
O12 3.31788 -2.71217 -1.57102  -0.674

Results
LUMO level = 0.26 eV
HOMO-LUMO gap = 10.75 eV
SMILES = C[C@@H](O)[C@@H](C)NC=O.O.O.O.O.O.O.O.O.O.O

Which one sits at the bottom of the stability order? version two does.

Version one
A cluster of 2 separate species, H3N3OS in total. Source: OMol25; level of theory: the ωB97M-V functional and the def2-TZVPD basis.

Last column: Mulliken charge in e.
Element x y z (Å)
N1 1.60758 -0.38888 -0.55704  0.085
N2 1.39132 0.62626 -0.06387  0.583
N3 -1.26428 -0.18758 0.22620  -0.653
O1 1.36531 1.78545 -0.12246  -0.540
S1 1.57528 -1.89442 -0.59602  -0.173
H1 -2.04180 0.06444 -0.46649  0.222
H2 -0.87249 0.67887 0.64508  0.264
H3 -1.76093 -0.68415 0.93458  0.211

Results
LUMO level (spin up / spin down) = -0.60 / -0.60 eV
HOMO-LUMO gap (spin up / spin down) = 8.03 / 8.03 eV
SMILES = O=NN=S.N

Version two
A cluster of 2 separate species, H3N3OS in total. Source: OMol25; level of theory: the ωB97M-V functional and the def2-TZVPD basis.

Last column: Mulliken charge in e.
Element x y z (Å)
N1 1.09234 -0.43356 1.30964  -0.013
N2 0.89397 -1.46245 0.85138  0.738
N3 -0.69357 0.77707 -1.11445  -0.635
O1 0.58554 -2.30555 0.09966  -0.564
S1 1.30523 0.64330 2.42904  -0.182
H1 -0.90362 1.75895 -1.20155  0.209
H2 -1.18698 0.43368 -0.36895  0.231
H3 -1.09291 0.58855 -2.00476  0.215

Results
LUMO level (spin up / spin down) = -0.05 / -0.05 eV
HOMO-LUMO gap (spin up / spin down) = 8.89 / 8.89 eV
SMILES = O=NN=S.N

Version three
A cluster of 2 separate species, H3N3OS in total. Source: OMol25; level of theory: the ωB97M-V functional and the def2-TZVPD basis.

Last column: Mulliken charge in e.
Element x y z (Å)
N1 1.58376 0.50271 1.33240  0.477
N2 2.56942 0.92710 0.83211  -0.134
N3 -0.47442 -0.03544 -1.19777  -0.544
O1 0.33878 0.07723 1.94600  -0.353
S1 -1.97415 -0.24113 -0.38510  -0.094
H1 -1.27167 -0.39716 0.73942  0.132
H2 -0.91417 0.00680 -2.13209  0.259
H3 0.14244 -0.84011 -1.13498  0.257

Results
LUMO level = -0.13 eV
HOMO-LUMO gap = 8.11 eV
SMILES = N#[N+][O-].NS

Which one sits at the bottom of the stability order? version three does.

Version one
A cluster of 2 separate species, CHO3PS2 in total. Source: OMol25; level of theory: the ωB97M-V functional and the def2-TZVPD basis.

Last column: Mulliken charge in e.
Element x y z (Å)
C1 0.10147 1.14338 -1.10654  0.156
O1 2.69215 0.33066 -0.97583  -0.727
O2 2.06211 2.72103 -1.36804  -0.696
O3 1.47822 0.93666 -3.15970  -0.702
P1 1.84305 1.27394 -1.70196  0.818
S1 -1.64167 -0.79310 0.74957  -0.716
S2 -1.07776 2.14664 -1.40882  -0.065
H1 -1.68202 -0.25219 -0.41579  -0.068

Results
total charge = -2
LUMO level (spin up / spin down) = 5.31 / 5.31 eV
HOMO-LUMO gap (spin up / spin down) = 5.80 / 5.80 eV

Version two
A cluster of 3 separate species, CHO3PS2 in total. Source: OMol25; level of theory: the ωB97M-V functional and the def2-TZVPD basis.

Last column: Mulliken charge in e.
Element x y z (Å)
C1 -0.25262 1.50983 0.52603  0.660
O1 -0.91956 -4.81696 1.87695  -0.478
O2 -0.44712 -5.34066 -0.58407  -0.490
O3 0.80577 1.21391 0.98818  -0.379
P1 0.00998 -5.40413 0.85484  -0.033
S1 1.12130 5.03196 -1.52721  -0.909
S2 -1.75593 1.58292 0.09720  -0.284
H1 1.43817 6.22313 -2.23192  -0.088

Results
total charge = -2
LUMO level = 4.73 eV
HOMO-LUMO gap = 5.76 eV

Which one sits at the bottom of the stability order? version one does.

Version one
A cluster of 2 separate species, C2H4N2O in total. Source: OMol25; level of theory: the ωB97M-V functional and the def2-TZVPD basis.

Last column: Mulliken charge in e.
Element x y z (Å)
C1 -2.02043 0.89108 1.09520  -0.508
C2 2.40286 -1.25426 -1.76626  0.138
N1 -0.76549 0.90712 1.15485  -0.437
N2 2.36418 -1.45334 -0.64615  -0.401
O1 -0.11118 0.05964 0.27272  -0.207
H1 -2.59073 0.25783 0.42076  0.385
H2 -2.54002 1.55553 1.75980  0.307
H3 2.43576 -1.06727 -2.80703  0.281
H4 0.82505 0.10367 0.51610  0.441

Results
LUMO level (spin up / spin down) = 0.89 / -2.24 eV
multiplicity = 3
HOMO-LUMO gap (spin up / spin down) = 6.48 / 7.75 eV

Version two
A structure of composition C2H4N2O. Source: OMol25; level of theory: the ωB97M-V functional and the def2-TZVPD basis.

Last column: Mulliken charge in e.
Element x y z (Å)
C1 -0.53427 0.06311 -0.93361  -0.490
C2 -0.40564 0.15931 0.41091  0.417
N1 1.23703 -0.61764 -0.78396  -0.658
N2 0.93732 -0.22558 0.60298  -0.103
O1 -1.27414 0.51942 1.40274  -0.438
H1 -0.72074 0.37530 -1.90872  0.372
H2 1.62244 0.18828 -1.30469  0.268
H3 1.34620 -0.87259 1.26249  0.307
H4 -2.20818 0.41039 1.25186  0.325

Results
LUMO level (spin up / spin down) = 0.69 / -1.85 eV
multiplicity = 3
HOMO-LUMO gap (spin up / spin down) = 5.90 / 7.30 eV

Which one sits at the bottom of the stability order? version two does.

Version one
The ion C3H9O2S with charge +1. Source: OMol25; level of theory: the ωB97M-V functional and the def2-TZVPD basis.

Last column: Mulliken charge in e.
Element x y z (Å)
C1 -2.28134 0.15432 0.17874  -0.613
C2 1.28520 1.33758 -0.00773  -0.940
C3 1.02143 -1.58864 -0.09284  -0.977
O1 -0.99639 0.22751 -0.47069  -0.253
O2 -0.11014 0.16179 1.76311  -0.554
S1 0.21200 -0.00293 0.41859  1.152
H1 -2.49215 0.97523 0.81365  0.334
H2 -2.52654 -0.79984 0.82338  0.333
H3 -2.86040 0.11439 -0.79667  0.253
H4 1.52078 1.23423 -1.11792  0.367
H5 2.19857 1.50384 0.70520  0.368
H6 0.63258 2.18306 0.22020  0.374
H7 2.06863 -1.53198 -0.30453  0.367
H8 0.50210 -1.62997 -0.97752  0.438
H9 0.88667 -2.43483 0.61119  0.350

Results
total charge = +1
LUMO level = -3.08 eV
HOMO-LUMO gap = 13.29 eV

Version two
A cluster of 2 separate species, C3H9O2S in total. Source: OMol25; level of theory: the ωB97M-V functional and the def2-TZVPD basis.

Last column: Mulliken charge in e.
Element x y z (Å)
C1 0.22350 -3.72783 -1.38916  -0.086
C2 1.00661 2.32295 0.82384  -0.927
C3 -1.57562 1.27635 0.14967  -0.806
O1 0.50609 -0.29805 0.97596  -0.353
O2 0.37494 -2.71895 -0.75143  -0.433
S1 0.22796 0.91459 0.02159  0.573
H1 0.85768 -4.58431 -1.17124  0.234
H2 -0.54063 -3.82720 -2.08545  0.249
H3 0.93171 -0.95907 0.46468  0.399
H4 2.04854 2.23957 0.55323  0.375
H5 0.70647 2.26561 1.94667  0.336
H6 0.84414 3.18673 0.13955  0.418
H7 -1.64745 2.38857 0.14245  0.366
H8 -2.01586 0.66360 0.96806  0.329
H9 -1.94809 0.85745 -0.78842  0.327

Results
total charge = +1
LUMO level = -3.29 eV
HOMO-LUMO gap = 10.51 eV

Which one sits at the bottom of the stability order? version one does.

Version one
The molecule C4H3Cl2N. Source: OMol25; level of theory: the ωB97M-V functional and the def2-TZVPD basis.

Last column: Mulliken charge in e.
Element x y z (Å)
C1 -0.47631 1.16783 -0.06728  -0.311
C2 -1.20464 -0.02266 -0.01412  -0.387
C3 0.86855 0.97875 -0.08720  0.065
C4 0.89295 -0.89551 0.18949  -0.013
N1 -0.41145 -1.11765 0.06790  -0.019
Cl1 2.22655 1.93997 0.01512  -0.168
Cl2 2.12795 -2.00974 -0.06437  -0.160
H1 -0.94821 2.13169 -0.14975  0.381
H2 -2.27274 -0.12025 0.00965  0.393
H3 -0.80266 -2.05243 0.10057  0.219

Results
LUMO level = 0.74 eV
HOMO-LUMO gap = 8.03 eV
SMILES = Clc1cc[nH]c1Cl

Version two
The molecule C4H3Cl2N. Source: OMol25; level of theory: the ωB97M-V functional and the def2-TZVPD basis.

Last column: Mulliken charge in e.
Element x y z (Å)
C1 -0.94252 0.65559 -0.24813  0.058
C2 -1.81301 -0.34004 -0.10704  0.217
C3 0.22526 -0.18159 0.12500  0.659
C4 1.67773 -0.02788 0.17638  -0.973
N1 -0.40462 -1.30046 0.36563  -0.579
Cl1 -1.31469 2.23610 -0.79319  -0.205
Cl2 -3.42916 -0.74642 -0.08329  -0.134
H1 1.94295 -0.57728 1.05227  0.341
H2 2.06641 1.02143 0.04416  0.292
H3 1.99163 -0.73944 -0.53179  0.324

Results
LUMO level = -0.06 eV
HOMO-LUMO gap = 8.64 eV
SMILES = CC1=C(Cl)C(Cl)=N1

Which one sits at the bottom of the stability order? version two does.